No. 1
35
Properties=species:S:1:pos:R:3:forces:R:3 method="wB97M-V/def2-TZVPD" molar_mass_g_mol=291.31 gap_ha=0.2072 lumo_ha=-0.040
O -3.1157 -2.4909 0.3137 -2.191 -0.611 0.258
O 1.7444 -0.6743 -0.5484 1.959 0.964 -0.467
C -2.6010 0.2934 0.3076 0.865 0.541 0.542
C -0.4975 1.1115 0.1590 0.322 1.450 -0.182
C 2.8123 3.9681 0.1059 -1.050 -0.353 -0.730
C 1.7563 4.0622 -0.8593 0.906 -0.489 1.369
C 2.7643 2.9194 1.0338 -0.783 0.153 -1.267
C 0.6998 3.1370 -0.8016 0.455 0.892 -0.206
C 1.6999 2.0064 1.0235 0.571 0.168 0.034
C -0.1928 -5.2474 -0.4170 -0.248 1.292 0.059
C 1.1103 -4.7821 -0.7661 -0.071 1.914 0.408
C 0.6448 2.0992 0.1126 -0.231 -0.160 0.847
C -1.1919 -4.3202 -0.1429 0.916 -1.528 -0.435
C 1.3755 -3.4056 -0.7435 -0.530 -1.730 -0.080
C -1.7135 -0.7569 0.1224 -0.742 0.741 -0.510
C -0.4246 -0.2691 -0.0698 -0.574 1.080 0.529
C -0.9380 -2.9359 -0.1691 -0.334 0.413 -0.069
C 0.3620 -2.4456 -0.4415 -0.496 -0.629 -0.063
N -1.8552 1.4563 0.4015 1.844 -2.293 -0.981
N -1.9764 -2.0679 0.0711 1.256 -1.206 -0.079
N 0.5882 -1.1077 -0.3988 0.257 -0.687 0.460
C -2.3619 2.7836 0.7391 -0.044 0.018 0.134
H -3.6542 0.2005 0.3786 -0.615 0.317 0.288
H 3.6705 4.6550 0.1334 -0.567 -0.276 -0.250
H 1.7870 4.8236 -1.6365 -0.121 -0.128 0.240
H 3.6148 2.7691 1.6603 0.214 -0.101 0.620
H -0.1160 3.2601 -1.4784 -0.384 -0.016 -0.585
H 1.7470 1.1838 1.7150 -0.157 -0.214 0.153
H -0.3831 -6.3072 -0.3596 -0.194 -0.059 -0.066
H 1.9421 -5.4454 -1.0170 -0.464 0.093 0.134
H -2.1880 -4.6681 0.0507 -0.263 0.134 0.198
H 2.3765 -3.1385 -0.9743 0.491 0.765 -0.096
H -3.0830 3.1092 -0.0213 0.226 -0.056 0.183
H -2.8695 2.7132 1.7115 0.160 0.139 -0.307
H -1.5335 3.5112 0.8051 -0.382 -0.534 -0.082

---

No. 2
39
Properties=species:S:1:pos:R:3:forces:R:3 method="wB97M-V/def2-TZVPD" multiplicity=2 s_squared=0.763 molar_mass_g_mol=449.45 gap_ha="0.2358 / 0.2293" lumo_ha="-0.036 / -0.064"
Ti -0.2411 0.3503 0.7231 -0.003 -0.302 -0.114
S 2.1224 0.2577 0.1196 -0.020 0.007 -0.079
C 1.7275 1.9116 -0.2500 0.087 0.139 -0.038
C 2.6110 2.8899 -0.7137 -0.039 -0.009 0.015
C 2.1384 4.1720 -0.8866 0.010 0.011 -0.006
C 0.8084 4.4802 -0.5925 -0.044 -0.002 0.015
C -0.0125 3.4692 -0.1533 0.043 -0.026 0.015
N 0.4408 2.2174 -0.0160 -0.008 0.066 0.007
H 3.6406 2.6266 -0.9074 0.002 -0.001 0.000
H 2.8071 4.9481 -1.2363 -0.003 0.004 0.000
H 0.4241 5.4845 -0.6901 0.015 0.006 -0.006
H -1.0465 3.6342 0.1239 0.001 0.019 -0.006
C 1.4276 -4.5466 2.6086 0.015 -0.021 0.006
C 0.6952 -3.5148 3.1748 -0.019 0.031 -0.006
C 0.0999 -2.5576 2.3670 0.016 -0.074 0.020
C 0.2477 -2.6376 0.9866 -0.002 0.016 -0.020
C 0.9784 -3.6738 0.4092 0.032 -0.003 0.078
C 1.5639 -4.6237 1.2276 -0.004 0.007 -0.026
N -0.3414 -1.6211 0.1897 0.051 -0.065 0.085
N -0.6447 -1.9872 -1.0256 -0.046 0.092 0.077
C -1.1959 -0.9644 -1.7333 0.131 -0.173 -0.003
C -1.6159 -1.1877 -3.0553 -0.116 0.108 0.033
C -2.2358 -0.1672 -3.7259 0.028 -0.038 0.022
C -2.4361 1.0617 -3.0773 -0.024 0.035 -0.024
C -1.9710 1.2178 -1.7989 0.037 -0.030 0.059
N -1.3335 0.2369 -1.1299 -0.034 0.084 -0.120
H 1.8928 -5.2921 3.2400 -0.002 0.002 0.004
H 0.5775 -3.4525 4.2483 0.003 -0.005 0.002
H -0.4919 -1.7646 2.8070 -0.005 0.010 -0.023
H 1.0845 -3.7158 -0.6646 -0.007 0.012 -0.008
H 2.1380 -5.4271 0.7846 0.001 -0.002 0.004
H -1.4515 -2.1611 -3.4925 0.004 -0.013 0.014
H -2.5771 -0.3113 -4.7423 -0.006 0.015 -0.003
H -2.9428 1.8805 -3.5664 -0.001 -0.005 -0.007
H -2.1034 2.1442 -1.2579 -0.005 0.010 -0.020
S -1.7166 2.8856 4.0210 0.041 0.009 0.053
C -1.2230 1.7177 3.0136 -0.009 -0.098 -0.014
S -2.2412 0.9640 1.7836 -0.041 0.174 -0.082
S 0.3960 1.0558 2.8877 -0.078 0.013 0.094

---

No. 3
46
Properties=species:S:1:pos:R:3:forces:R:3 method="wB97M-V/def2-TZVPD" charge=+1 multiplicity=2 s_squared=0.856 molar_mass_g_mol=727.94 gap_ha="0.2121 / 0.2313" lumo_ha="-0.179 / -0.159"
Re 0.0507 0.0877 0.1368 0.048 0.913 1.072
O 5.0030 4.7798 -0.4174 0.010 0.001 -0.073
C 4.1544 3.9479 -0.4052 -0.009 0.030 0.085
S 2.4084 4.3204 -0.5970 0.067 0.081 -0.039
C 1.8509 2.6959 -0.3695 0.374 -0.127 0.036
C 2.7927 1.7278 -0.1698 -0.002 0.424 -0.076
S 2.3435 0.0900 -0.0078 -0.722 -0.293 -0.142
S 4.4657 2.2091 -0.1607 0.008 0.032 -0.017
S 0.1756 2.3188 -0.4526 -0.207 -0.440 0.076
N -5.8545 -0.3692 -5.4598 0.091 0.000 0.086
C -5.2879 -0.1965 -4.2328 -0.092 -0.013 -0.169
C -5.8610 -0.7836 -3.0965 -0.037 -0.047 0.057
C -5.2870 -0.6150 -1.8557 0.031 -0.011 -0.045
C -4.1372 0.1571 -1.7311 -0.031 -0.053 -0.197
C -3.5502 0.7476 -2.8515 -0.085 0.018 0.047
C -4.1178 0.5695 -4.0908 0.060 0.020 -0.004
S -3.4101 0.3642 -0.1817 0.186 0.156 -0.094
O -4.1653 -0.3389 0.8118 -0.015 0.048 0.009
O -3.0650 1.7462 0.0244 0.015 0.137 0.190
N -1.9094 -0.3528 -0.2840 0.602 -0.608 -0.221
C -1.7224 -1.7277 -0.4479 -0.243 0.229 0.092
N -0.4263 -1.9710 -0.1355 0.075 -0.485 -0.179
C 0.0366 -3.2157 -0.2595 0.080 0.212 0.141
C -0.8051 -4.2187 -0.6843 -0.187 -0.057 -0.037
C -2.1162 -3.8586 -0.9792 0.028 -0.095 -0.017
N -2.5902 -2.6147 -0.8712 -0.021 0.056 0.068
H -6.7076 -0.8852 -5.5658 0.001 0.014 0.005
H -5.4688 0.0719 -6.2736 -0.015 0.002 0.016
H -6.7594 -1.3794 -3.2018 0.009 0.017 0.016
H -5.7171 -1.0765 -0.9777 0.001 -0.005 -0.011
H -2.6596 1.3546 -2.7423 -0.002 -0.005 -0.004
H -3.6679 1.0228 -4.9657 -0.011 0.008 0.023
H 1.0724 -3.3848 0.0044 0.015 0.015 -0.045
H -0.4606 -5.2363 -0.7810 -0.021 0.002 -0.015
H -2.8237 -4.6020 -1.3276 0.001 -0.001 0.015
S 0.0615 0.1512 2.4923 0.098 -0.016 -0.467
C -1.2772 1.2755 2.7511 -0.217 -0.137 0.062
N -1.0806 2.5898 2.5224 0.061 0.079 -0.068
C -2.0783 3.4841 2.5911 0.056 0.029 0.008
C -3.3195 3.0523 2.9661 -0.062 0.066 -0.057
C -3.4385 1.7089 3.2987 0.037 -0.148 0.135
N -2.4314 0.8427 3.2070 0.043 -0.053 -0.150
H -0.1567 2.8760 2.2128 -0.051 0.008 -0.092
H -1.8335 4.5084 2.3502 0.006 -0.010 -0.035
H -4.1606 3.7269 2.9981 0.018 0.009 0.048
H -4.3770 1.3038 3.6580 0.008 -0.005 -0.033

---

No. 4
39
Properties=species:S:1:pos:R:3:forces:R:3 method="wB97M-V/def2-TZVPD" molar_mass_g_mol=376.26 gap_ha=0.3257 lumo_ha=-0.036
O 1.0427 0.9537 3.4168 0.001 0.003 -0.003
C 1.7819 0.7827 2.4707 -0.092 0.022 0.106
C 3.0536 1.5499 2.3418 0.014 -0.053 -0.086
C 3.4007 2.4557 3.3360 0.070 0.085 0.075
C 4.5946 3.1509 3.2504 0.018 -0.012 -0.031
C 5.4482 2.9438 2.1719 -0.036 0.001 0.022
C 5.1002 2.0535 1.1708 0.101 0.085 0.024
C 3.9006 1.3575 1.2485 -0.085 -0.036 0.050
C 3.5351 0.4161 0.1517 0.082 -0.020 -0.118
O 4.2450 0.2880 -0.8229 0.002 -0.003 0.005
C 2.2741 -0.3667 0.2912 -0.006 0.058 0.085
C 1.9295 -1.2767 -0.7008 -0.071 -0.093 -0.063
C 0.7771 -2.0336 -0.5744 0.006 0.020 0.018
C -0.0372 -1.8865 0.5447 0.031 0.020 0.039
C 0.2962 -0.9725 1.5301 -0.089 -0.078 -0.040
C 1.4488 -0.2060 1.4058 0.086 0.028 -0.039
H 2.7344 2.6078 4.1738 -0.055 -0.072 -0.026
H 4.8653 3.8535 4.0276 0.003 0.001 0.002
H 6.3860 3.4803 2.1130 -0.002 0.008 -0.002
H 5.7561 1.8912 0.3267 -0.066 -0.051 -0.046
H 2.5693 -1.3891 -1.5652 0.068 0.055 0.039
H 0.5096 -2.7448 -1.3449 -0.012 -0.016 0.016
H -0.9321 -2.4859 0.6432 0.000 -0.010 -0.026
H -0.3330 -0.8503 2.4011 0.054 0.071 0.033
O -2.3262 -2.8238 -1.4387 0.006 0.044 0.170
C -2.3566 -1.7892 -2.0518 -0.178 -0.416 -0.299
C -3.0866 -0.5737 -1.5369 0.346 0.179 0.391
O -3.5227 0.3117 -2.5723 -0.447 0.023 0.289
C -4.3407 -0.1878 -3.5344 0.106 0.260 -0.192
O -3.9235 -0.6570 -4.5403 0.161 -0.382 -0.341
O -5.6801 0.0003 -3.3572 0.469 -0.316 0.838
P -6.5597 -0.7855 -2.1643 -1.227 0.441 -0.685
O -6.1315 -0.0177 -0.8014 -0.082 -0.189 0.002
O -5.7077 -2.1453 -1.9601 0.606 0.069 -0.132
H -1.8531 -1.7168 -3.0318 0.000 0.295 0.018
H -3.8848 -0.8608 -0.8513 -0.023 -0.071 -0.222
H -2.3645 -0.0031 -0.9388 -0.054 0.037 -0.207
H -6.9632 0.3364 -0.4493 0.366 0.068 0.160
H -5.6460 -2.6603 -2.7790 -0.070 -0.053 0.176

---

No. 5
39
Properties=species:S:1:pos:R:3:forces:R:3 method="wB97M-V/def2-TZVPD" charge=-1 molar_mass_g_mol=568.82 gap_ha=0.2747 lumo_ha=0.092
Bi -0.9611 0.7328 -0.6437 -0.034 -0.077 0.045
O -1.7490 1.8705 1.2150 0.057 -0.129 0.039
C -1.3603 1.6867 2.4328 -0.115 0.021 -0.013
C -2.3196 1.5345 3.4698 0.004 0.024 -0.003
C -1.9492 1.4007 4.7825 0.040 0.003 0.074
C -0.5977 1.4232 5.1730 -0.073 0.009 -0.128
C 0.3511 1.5714 4.1923 -0.004 0.019 0.040
C 0.0050 1.6782 2.8342 0.278 0.015 -0.151
C 1.0892 1.8298 1.8885 -0.189 -0.046 0.080
N 1.0242 1.6451 0.6253 0.104 0.022 -0.057
C 2.1819 1.9453 -0.1988 -0.074 -0.067 0.012
C 2.5688 0.7447 -1.0660 -0.076 0.032 -0.014
N 1.3874 -0.0177 -1.4547 -0.001 -0.030 0.156
C 1.5747 -1.2592 -1.7179 -0.136 -0.054 -0.152
C 0.6219 -2.2339 -2.1909 0.175 0.101 0.063
C 1.0981 -3.5526 -2.3224 0.037 -0.021 0.002
C 0.3117 -4.5727 -2.7912 -0.125 0.116 -0.013
C -1.0117 -4.2640 -3.1632 0.066 -0.082 0.000
C -1.5069 -2.9922 -3.0586 0.030 0.073 0.000
C -0.7191 -1.9173 -2.5550 -0.101 -0.026 0.008
O -1.2258 -0.7393 -2.4587 0.065 -0.003 0.071
H -3.3597 1.5202 3.1710 0.000 0.001 0.017
H -2.7177 1.2791 5.5382 0.002 -0.003 -0.009
H -0.3154 1.3278 6.2127 -0.014 -0.005 -0.001
H 1.4046 1.5982 4.4566 -0.014 -0.002 -0.007
H 2.0552 2.1304 2.3156 -0.011 0.008 0.036
H 3.0342 2.2590 0.4148 0.026 0.000 -0.014
H 1.9238 2.7876 -0.8460 -0.066 -0.008 -0.004
H 3.2892 0.1038 -0.5453 -0.046 -0.024 0.083
H 3.0632 1.1243 -1.9646 0.038 -0.030 -0.018
H 2.5902 -1.6578 -1.5902 0.017 -0.024 -0.021
H 2.1271 -3.7508 -2.0364 -0.012 -0.009 0.003
H 0.6940 -5.5811 -2.8719 -0.012 0.002 -0.012
H -1.6561 -5.0519 -3.5383 0.008 0.006 0.003
H -2.5250 -2.7548 -3.3396 0.004 -0.023 0.004
Cl -1.4600 -1.3696 0.7971 0.185 0.136 -0.070
S -2.5491 3.9377 -4.3047 0.046 -0.149 0.253
C -2.2956 3.0881 -2.9293 -0.003 0.156 -0.250
N -2.1167 2.4957 -1.9319 -0.077 0.069 -0.055

---

No. 6
39
Properties=species:S:1:pos:R:3:forces:R:3 method="wB97M-V/def2-TZVPD" charge=-1 molar_mass_g_mol=568.82 gap_ha=0.2821 lumo_ha=0.095
Bi -0.6406 -0.3827 0.5091 -0.146 -0.204 0.093
O -1.5752 0.5669 2.4296 -0.115 -0.085 0.036
C -1.0637 0.7719 3.5870 0.084 0.103 -0.062
C -1.8595 0.6624 4.7612 0.002 0.005 0.011
C -1.3480 0.9355 6.0022 -0.001 -0.004 -0.013
C -0.0153 1.3493 6.1721 0.004 0.003 0.005
C 0.7753 1.4680 5.0577 0.005 -0.001 0.008
C 0.2939 1.1706 3.7701 -0.018 -0.025 -0.013
C 1.2129 1.3299 2.6777 0.030 0.006 0.024
N 1.0832 0.9465 1.4623 -0.062 0.015 0.004
C 2.1394 1.2102 0.5038 -0.002 0.097 -0.074
C 2.6650 -0.1178 -0.0052 0.017 0.025 -0.007
N 1.5433 -0.9370 -0.4618 -0.075 0.032 -0.047
C 1.8545 -2.0142 -1.0883 0.021 -0.001 -0.026
C 1.0191 -3.0605 -1.6017 0.002 -0.004 0.021
C 1.6732 -4.1997 -2.1085 0.003 -0.015 -0.001
C 0.9812 -5.2737 -2.6053 0.010 -0.003 -0.001
C -0.4244 -5.2163 -2.6111 -0.004 0.013 0.007
C -1.0960 -4.1198 -2.1415 -0.006 -0.019 -0.009
C -0.4048 -2.9888 -1.6197 0.078 0.096 -0.065
O -1.0437 -1.9533 -1.2278 -0.134 -0.054 0.040
H -2.8875 0.3506 4.6300 -0.001 0.000 0.000
H -1.9879 0.8340 6.8718 0.000 0.000 0.000
H 0.3739 1.5696 7.1569 0.001 0.000 -0.001
H 1.8074 1.7904 5.1575 -0.001 -0.001 0.001
H 2.1470 1.8418 2.9389 -0.003 0.004 -0.010
H 2.9465 1.7984 0.9525 0.002 -0.012 0.008
H 1.7154 1.7827 -0.3270 0.030 -0.009 0.029
H 3.1815 -0.6375 0.8086 -0.021 -0.007 0.010
H 3.3763 0.0522 -0.8187 0.003 -0.009 0.001
H 2.9249 -2.1960 -1.2483 -0.001 0.010 -0.004
H 2.7587 -4.2174 -2.0906 0.000 0.001 0.000
H 1.5005 -6.1443 -2.9821 0.001 -0.001 -0.001
H -0.9892 -6.0571 -2.9989 0.000 -0.002 -0.001
H -2.1774 -4.0719 -2.1520 0.001 -0.002 0.000
Cl 0.0661 -2.3124 2.0896 0.080 0.009 0.051
S 0.2010 3.1987 -2.9228 0.078 0.021 0.009
C -0.5016 2.3318 -1.7332 -0.057 -0.062 0.021
N -1.0103 1.7155 -0.8729 0.193 0.083 -0.044